Entry 1:
Formula: C5H14NO2
Source: the OMol25 dataset
Level of theory: ωB97M-V/def2-TZVPD

Spin multiplicity: 1
Charge: +1
Calculated total energy (Eh): -403.818656

CARTESIAN COORDINATES (ANGSTROEM)
C (1.78, -0.58, 1.57)
O (1.45, 0.77, 1.11)
C (0.68, -1.44, 0.97)
C (-0.78, -0.89, 1.10)
C (-1.28, -0.21, -0.21)
C (-1.19, 2.07, -1.09)
N (-0.88, 1.23, -0.15)
H (2.86, -0.92, 1.35)
H (1.90, -0.66, 2.63)
H (1.30, 1.39, 1.92)
H (0.82, -2.50, 1.25)
H (0.93, -1.62, -0.13)
H (-1.30, -1.77, 1.37)
H (-0.64, -0.20, 2.11)
H (-0.72, -0.69, -1.08)
H (-2.43, -0.33, -0.29)
H (-0.64, 3.00, -1.26)
H (-1.90, 1.86, -1.92)
H (-0.12, 1.38, 0.62)
H (0.80, 0.02, -3.52)
H (-0.64, -0.30, -3.32)
O (0.02, 0.39, -3.03)

Okay, here come the natural (NBO) numbers, in e, for every atom:
1. C -0.0849
2. O -0.7608
3. C -0.4417
4. C -0.4296
5. C -0.2638
6. C 0.1426
7. N -0.4285
8. H 0.2127
9. H 0.1942
10. H 0.4904
11. H 0.2426
12. H 0.2052
13. H 0.2505
14. H 0.2154
15. H 0.2565
16. H 0.2481
17. H 0.2323
18. H 0.2296
19. H 0.4769
20. H 0.4962
21. H 0.4765
22. O -0.9602

=====

Entry 2:
Formula: C11H27NO9PS2
Source: the OMol25 dataset
Level of theory: ωB97M-V/def2-TZVPD

Spin multiplicity: 1
Charge: -1
Calculated total energy (Eh): -2304.592336

CARTESIAN COORDINATES (ANGSTROEM)
O (-2.66, 2.11, 1.95)
S (-2.13, 1.00, 1.01)
O (-0.75, 1.56, 0.47)
C (-1.64, -0.54, 2.01)
C (-0.66, -1.41, 0.80)
C (-1.59, -2.39, -0.29)
O (-0.64, -2.96, 0.94)
N (-3.09, 0.67, -0.40)
S (-4.80, 0.66, -0.12)
O (-5.37, 1.89, 0.62)
O (-5.46, 0.71, -1.56)
P (-5.59, -1.09, 0.81)
O (-4.80, -2.56, 0.31)
O (-5.73, -0.95, 2.54)
H (-0.92, -0.32, 2.90)
H (-2.54, -1.25, 2.25)
H (0.34, -0.81, 0.33)
H (-1.33, -3.42, -0.73)
H (-0.98, -1.83, -1.16)
H (-4.20, -2.86, 1.07)
H (-6.03, -1.84, 2.89)
C (-0.23, 6.99, 0.23)
C (1.07, 6.76, -0.53)
O (1.83, 5.67, -0.01)
C (1.21, 4.39, -0.03)
C (0.82, 3.92, -1.42)
H (-0.03, 7.18, 1.29)
H (-0.76, 7.86, -0.19)
H (-0.90, 6.13, 0.16)
H (1.69, 7.65, -0.44)
H (0.88, 6.61, -1.60)
H (0.34, 4.38, 0.65)
H (1.93, 3.68, 0.39)
H (0.09, 4.59, -1.89)
H (0.38, 2.92, -1.38)
H (1.70, 3.89, -2.07)
C (3.89, -5.13, 1.01)
C (2.58, -4.67, 0.38)
O (2.70, -3.45, -0.35)
C (3.61, -3.44, -1.44)
C (3.28, -4.46, -2.52)
H (4.28, -4.36, 1.68)
H (3.74, -6.05, 1.58)
H (4.66, -5.32, 0.26)
H (1.85, -4.50, 1.17)
H (2.17, -5.45, -0.27)
H (4.64, -3.57, -1.08)
H (3.57, -2.44, -1.88)
H (3.31, -5.48, -2.14)
H (3.99, -4.38, -3.35)
H (2.27, -4.29, -2.90)

Okay, here come the natural (NBO) numbers, in e, for every atom:
1. O -0.9070
2. S 2.0260
3. O -0.9741
4. C -0.6299
5. C 0.1726
6. C -0.4513
7. O -0.5569
8. N -1.0459
9. S 1.7331
10. O -0.8953
11. O -0.8885
12. P 1.0626
13. O -0.9472
14. O -0.9675
15. H 0.2609
16. H 0.2371
17. H 0.2835
18. H 0.3179
19. H 0.1994
20. H 0.4834
21. H 0.4894
22. C -0.6460
23. C -0.0600
24. O -0.5508
25. C -0.0666
26. C -0.6499
27. H 0.2072
28. H 0.2045
29. H 0.2223
30. H 0.1728
31. H 0.1577
32. H 0.1826
33. H 0.1833
34. H 0.1965
35. H 0.2535
36. H 0.1910
37. C -0.6434
38. C -0.0676
39. O -0.5332
40. C -0.0632
41. C -0.6441
42. H 0.2118
43. H 0.2106
44. H 0.1973
45. H 0.2036
46. H 0.1558
47. H 0.1549
48. H 0.1905
49. H 0.1998
50. H 0.2104
51. H 0.2161

=====

Entry 3:
Formula: C28H45ClGaN2O5S
Source: the OMol25 dataset
Level of theory: ωB97M-V/def2-TZVPD

Spin multiplicity: 1
Charge: -1
Calculated total energy (Eh): -4362.664962

CARTESIAN COORDINATES (ANGSTROEM)
C (8.57, 0.66, 1.70)
O (7.90, 1.41, 0.70)
C (6.97, 0.65, -0.05)
C (6.48, 1.51, -1.21)
C (5.12, 1.07, -1.77)
C (5.21, -0.05, -2.83)
C (4.72, -1.42, -2.34)
C (3.22, -1.63, -2.58)
C (2.60, -2.75, -1.72)
C (1.60, -2.26, -0.67)
C (0.15, -2.36, -1.15)
C (-0.88, -1.63, -0.29)
C (-0.99, -2.11, 1.16)
C (-0.04, -1.44, 2.16)
Ga (-0.54, 0.44, 2.69)
Cl (1.14, 1.05, 4.16)
C (-0.56, 1.89, 1.27)
C (-1.80, 2.77, 1.32)
C (-2.16, 3.45, 0.00)
S (-0.91, 4.58, -0.66)
H (8.62, 1.26, 2.61)
H (9.58, 0.41, 1.38)
H (8.04, -0.27, 1.93)
H (7.46, -0.26, -0.42)
H (6.13, 0.35, 0.58)
H (7.22, 1.48, -2.01)
H (6.45, 2.54, -0.85)
H (4.50, 0.71, -0.93)
H (4.60, 1.94, -2.16)
H (4.62, 0.24, -3.71)
H (6.24, -0.14, -3.18)
H (5.28, -2.22, -2.83)
H (4.92, -1.52, -1.27)
H (3.05, -1.82, -3.64)
H (2.71, -0.68, -2.36)
H (2.11, -3.47, -2.38)
H (3.41, -3.31, -1.23)
H (1.80, -1.21, -0.42)
H (1.72, -2.81, 0.27)
H (-0.13, -3.43, -1.21)
H (0.10, -1.98, -2.17)
H (-0.65, -0.56, -0.30)
H (-1.85, -1.73, -0.79)
H (-0.88, -3.21, 1.15)
H (-2.02, -1.93, 1.49)
H (-0.05, -2.02, 3.10)
H (0.99, -1.48, 1.80)
H (-1.91, 0.44, 3.53)
H (-0.47, 1.44, 0.27)
H (0.34, 2.49, 1.42)
H (-1.69, 3.54, 2.10)
H (-2.68, 2.18, 1.60)
H (-2.39, 2.69, -0.75)
H (-3.06, 4.07, 0.13)
H (0.07, 3.67, -0.68)
C (-0.62, -5.90, 2.60)
C (-0.75, -4.85, 3.51)
C (-1.90, -4.08, 3.51)
C (-2.89, -4.37, 2.59)
C (-2.78, -5.40, 1.67)
C (-1.63, -6.17, 1.69)
N (-4.08, -3.50, 2.55)
O (-4.16, -2.64, 3.40)
O (-4.91, -3.70, 1.68)
H (0.28, -6.49, 2.60)
H (0.05, -4.63, 4.20)
H (-2.02, -3.23, 4.18)
H (-3.58, -5.56, 0.97)
H (-1.52, -6.97, 0.97)
C (-8.17, 4.72, -3.31)
C (-8.15, 3.74, -2.32)
C (-7.26, 3.85, -1.26)
C (-6.43, 4.95, -1.22)
C (-6.43, 5.93, -2.19)
C (-7.32, 5.81, -3.24)
N (-5.48, 5.07, -0.09)
O (-5.47, 4.18, 0.73)
O (-4.76, 6.05, -0.06)
H (-8.87, 4.63, -4.14)
H (-8.81, 2.89, -2.38)
H (-7.21, 3.10, -0.48)
H (-5.74, 6.76, -2.10)
H (-7.34, 6.57, -4.02)

Okay, here come the Löwdin numbers, in e, for every atom:
1. C -0.1213
2. O -0.1922
3. C -0.2501
4. C -0.1791
5. C -0.1984
6. C -0.2083
7. C -0.2250
8. C -0.2153
9. C -0.2061
10. C -0.2158
11. C -0.2194
12. C -0.2103
13. C -0.2935
14. C -0.3031
15. Ga 0.1127
16. Cl -0.0890
17. C -0.3325
18. C -0.3771
19. C -0.5934
20. S 0.6596
21. H 0.0841
22. H 0.0816
23. H 0.0837
24. H 0.1246
25. H 0.1270
26. H 0.1083
27. H 0.1150
28. H 0.1084
29. H 0.1057
30. H 0.1042
31. H 0.0994
32. H 0.1073
33. H 0.1064
34. H 0.1067
35. H 0.1105
36. H 0.1007
37. H 0.1003
38. H 0.1124
39. H 0.1033
40. H 0.1086
41. H 0.1094
42. H 0.0850
43. H 0.1054
44. H 0.0861
45. H 0.0851
46. H 0.0222
47. H 0.0263
48. H -0.0555
49. H 0.0247
50. H 0.0307
51. H 0.1050
52. H 0.0810
53. H 0.0674
54. H 0.0179
55. H -0.1643
56. C -0.0775
57. C -0.0663
58. C -0.0188
59. C -0.1690
60. C -0.0137
61. C -0.0775
62. N -0.3534
63. O 0.0842
64. O 0.0611
65. H 0.1024
66. H 0.1125
67. H 0.1287
68. H 0.1152
69. H 0.1014
70. C -0.0809
71. C -0.0687
72. C 0.0010
73. C -0.1393
74. C -0.0024
75. C -0.0714
76. N -0.3526
77. O 0.0857
78. O 0.0776
79. H 0.1030
80. H 0.1062
81. H 0.1215
82. H 0.1192
83. H 0.1047

=====

Entry 4:
Formula: C2H2Cl4
Source: the OMol25 dataset
Level of theory: ωB97M-V/def2-TZVPD

Spin multiplicity: 1
Charge: 0
Calculated total energy (Eh): -1918.123450

CARTESIAN COORDINATES (ANGSTROEM)
C (-0.55, 0.91, 0.36)
C (0.66, 0.76, -0.30)
Cl (-0.76, 0.57, 1.96)
Cl (-0.56, -2.32, -0.24)
Cl (2.16, 0.62, 0.53)
Cl (1.00, 1.38, -1.80)
H (-0.73, -3.52, -0.50)
H (-1.22, 1.60, -0.02)

Okay, here come the natural (NBO) numbers, in e, for every atom:
1. C -0.2919
2. C -0.1453
3. Cl 0.0784
4. Cl -0.2566
5. Cl 0.0440
6. Cl 0.0901
7. H 0.2537
8. H 0.2276

=====

Table of orbital gap (eV), in record order: 9.959; 7.682; 6.173; 9.340